A cluster of 2 separate species, C6H14NO2 in total at a distorted geometry, computed with ωB97M-V/def2-TZVPD.

```
! wB97M-V def2-TZVPD RIJCOSX def2/J DEFGRID3
* xyz 1 1
C 0.652 0.194 -0.634
C 0.437 1.677 -0.456
C -0.731 -0.334 -2.711
C -0.342 0.525 3.059
C -0.652 -0.688 0.991
C 0.233 -0.596 -1.667
N -0.103 -0.547 2.143
O 1.840 -0.198 0.024
O 0.743 -1.843 -1.605
H 0.449 1.891 0.598
H -0.375 1.991 -1.198
H 1.329 2.275 -0.823
H -0.844 0.734 -3.084
H -1.824 -0.549 -2.459
H -0.728 -1.015 -3.624
H 0.632 1.199 3.178
H -1.088 1.289 2.698
H -0.641 0.151 4.013
H -1.581 -0.002 0.903
H -0.493 -1.729 0.733
H 2.201 -0.986 -0.343
H 0.618 -1.100 2.597
H 0.269 -2.338 -2.331
*
```

maximum force	4.48	eV/A
frontier orbital gap	8.1	eV
E	-441.9067	Ha
energy relative to the best compared isomer or geometry (same formula, charge and spin)	49.7	kcal/mol

Here are the Löwdin charges for atoms 1 to 8, given in e: C -0.38; C 0.00; C -0.01; C -0.07; C 0.04; C -0.34; N -0.06; O 0.03

***

The ion C6H14NO2 with charge +1 at a distorted geometry, computed with ωB97M-V/def2-TZVPD.

```
! wB97M-V def2-TZVPD RIJCOSX def2/J DEFGRID3
* xyz 1 1
C -2.384 1.736 -0.408
C -0.917 1.336 -0.297
C -0.713 0.362 0.872
N 0.588 -0.315 0.822
C 1.613 0.115 1.747
C 0.774 -1.232 -0.051
O 0.020 -1.717 -0.956
O 2.279 -1.988 -0.053
C 2.470 -2.892 -1.095
H -3.018 0.870 -0.586
H -2.719 2.226 0.501
H -2.519 2.428 -1.234
H -0.309 2.227 -0.143
H -0.592 0.883 -1.237
H -0.761 0.904 1.817
H -1.512 -0.387 0.883
H 1.304 -0.110 2.768
H 1.754 1.192 1.650
H 2.544 -0.400 1.529
H -0.884 -1.362 -1.020
H 1.701 -3.666 -1.131
H 3.428 -3.353 -0.841
H 2.554 -2.390 -2.063
*
```

maximum force	6.54	eV/A
frontier orbital gap	11.4	eV
E	-441.9449	Ha
energy relative to the best compared isomer or geometry (same formula, charge and spin)	25.7	kcal/mol

Here are the Löwdin charges for atoms 1 to 8, given in e: C -0.08; C -0.22; C -0.12; N -0.05; C 0.03; C -0.17; O 0.22; O -0.08

***

A structure of composition C6H14NO3Tl at a distorted geometry, computed with ωB97M-V/def2-TZVPD.

```
! wB97M-V def2-TZVPD RIJCOSX def2/J DEFGRID3
* xyz 1 2
Tl 0.460 2.197 2.447
C -4.259 2.455 0.321
C -3.374 1.432 0.994
O -3.934 0.429 1.472
O -2.117 1.666 1.068
H -4.534 3.226 1.042
H -5.099 2.009 -0.210
H -3.722 3.023 -0.439
C 2.045 -2.213 1.357
C 1.777 -0.824 0.654
C 1.957 -0.950 -0.867
O 1.630 0.258 -1.507
C 1.380 0.107 -2.918
N 0.525 -0.358 1.121
H 1.259 -2.916 1.081
H 2.014 -2.097 2.440
H 3.002 -2.651 1.070
H 2.555 -0.167 1.042
H 1.254 -1.719 -1.185
H 2.927 -1.368 -1.135
H 1.396 1.071 -3.427
H 0.430 -0.383 -3.134
H 2.182 -0.479 -3.365
H 0.406 -1.195 1.674
H -0.159 -0.552 0.403
*
```

expectation value of S²	0.75
maximum force	5.11	eV/A
frontier orbital gap (alpha / beta)	8.9 / 5.9	eV
E	-689.6508	Ha
energy relative to the best compared isomer or geometry (same formula, charge and spin)	6.1	kcal/mol

Here are the Löwdin charges for atoms 1 to 8, given in e: Tl 0.98; C 0.04; C -0.59; O 0.33; O -0.12; H 0.11; H 0.10; H 0.10

***

A cluster of 2 separate species, C6H14NS in total at a distorted geometry, computed with ωB97M-V/def2-TZVPD.

```
! wB97M-V def2-TZVPD RIJCOSX def2/J DEFGRID3
* xyz -1 1
N -1.921 0.974 0.948
C -2.300 -0.378 1.423
C -1.232 -1.167 3.571
C -1.191 -0.902 2.275
H -2.687 1.417 0.399
H -1.150 0.799 0.268
H -2.468 -1.058 0.567
H -3.213 -0.292 2.055
H -0.352 -1.479 4.076
H -2.070 -0.971 4.231
H -0.246 -1.013 1.682
C 2.762 1.040 -0.693
C 2.428 0.769 -2.164
C 0.949 0.544 -2.418
S 0.094 -0.608 -1.240
H 2.465 2.013 -0.304
H 3.835 0.924 -0.532
H 2.256 0.289 -0.070
H 2.892 1.515 -2.834
H 2.910 -0.213 -2.369
H 0.950 0.099 -3.446
H 0.329 1.445 -2.489
*
```

maximum force	1.47	eV/A
frontier orbital gap	6.6	eV
E	-689.9468	Ha
energy relative to the best compared isomer or geometry (same formula, charge and spin)	17.9	kcal/mol

Here are the Löwdin charges for atoms 1 to 8, given in e: N -0.06; C -0.34; C -0.03; C -0.21; H 0.06; H -0.05; H 0.09; H 0.10

***

The ion C6H14NS with charge -1 at a distorted geometry, computed with ωB97M-V/def2-TZVPD.

```
! wB97M-V def2-TZVPD RIJCOSX def2/J DEFGRID3
* xyz -1 1
C 0.874 -2.177 1.261
C 0.602 -0.641 1.304
C -0.534 -0.291 2.263
N 0.367 -0.317 -0.118
C 0.660 1.004 -0.649
C -0.590 1.599 -1.196
C -0.960 1.013 -2.672
S -1.631 -0.660 -2.825
H 1.085 -2.499 2.353
H 0.014 -2.619 0.814
H 1.754 -2.391 0.589
H 1.536 -0.191 1.536
H 0.020 -0.248 3.227
H -0.797 0.689 1.985
H -1.344 -0.958 2.507
H -0.342 -0.794 -0.550
H 1.144 1.735 0.096
H 1.389 0.854 -1.610
H -1.298 1.332 -0.491
H -0.326 2.747 -1.260
H -1.551 1.834 -3.155
H -0.072 0.977 -3.410
*
```

maximum force	4.58	eV/A
frontier orbital gap	6.0	eV
E	-689.9118	Ha
energy relative to the best compared isomer or geometry (same formula, charge and spin)	39.9	kcal/mol

Here are the Löwdin charges for atoms 1 to 8, given in e: C -0.09; C -0.45; C -0.06; N -0.07; C -0.30; C -0.29; C -0.80; S 0.09

***

The ion C6H14NS2 with charge +1 at a distorted geometry, computed with ωB97M-V/def2-TZVPD.

```
! wB97M-V def2-TZVPD RIJCOSX def2/J DEFGRID3
* xyz 1 3
C 0.110 0.723 0.543
C -1.362 -1.277 -0.005
C 1.436 0.243 0.081
C -1.649 -2.130 -0.900
C 2.505 1.057 0.774
C -2.325 0.893 -0.149
N -1.073 0.138 -0.278
S 1.383 0.455 -1.751
S 1.658 -1.546 0.469
H -0.095 0.603 1.662
H -0.001 1.825 0.429
H -1.456 -1.389 1.103
H -1.537 -2.039 -1.959
H -1.840 -3.272 -0.746
H 2.376 -0.271 -1.881
H 2.327 0.883 1.793
H 2.529 1.995 0.541
H 3.400 0.635 0.422
H -3.034 0.425 -0.882
H -2.954 0.841 0.813
H -1.990 2.008 -0.240
H -0.731 0.355 -1.318
H 2.323 -1.155 1.480
*
```

expectation value of S²	2.01
maximum force	11.24	eV/A
frontier orbital gap (alpha / beta)	4.5 / 5.4	eV
E	-1087.5813	Ha
energy relative to the best compared isomer or geometry (same formula, charge and spin)	98.0	kcal/mol

Here are the Löwdin charges for atoms 1 to 8, given in e: C -0.23; C -0.28; C -1.05; C -0.03; C -0.10; C -0.03; N -0.23; S 0.90

***

A cluster of 2 separate species, C6H14O in total at a distorted geometry, computed with ωB97M-V/def2-TZVPD.

```
! wB97M-V def2-TZVPD RIJCOSX def2/J DEFGRID3
* xyz -1 2
C 1.145 1.942 -1.900
C -0.050 1.142 -1.312
C 0.351 0.072 -0.322
C 0.474 0.436 0.958
C 0.576 -0.386 2.202
C 0.378 -1.340 -0.810
H 0.766 2.929 -2.164
H 1.946 2.128 -1.195
H 1.582 1.476 -2.783
H -0.576 0.727 -2.175
H -0.663 1.870 -0.783
H 0.477 1.512 1.108
H 0.837 0.222 3.061
H 1.200 -1.275 2.130
H -0.396 -0.830 2.417
H -0.550 -1.685 -1.291
H 1.124 -1.462 -1.595
H 0.619 -2.047 -0.023
H -2.675 -0.617 1.489
H -1.739 -1.384 0.532
O -2.475 -1.509 1.162
*
```

expectation value of S²	0.75
maximum force	1.49	eV/A
frontier orbital gap (alpha / beta)	2.9 / 9.3	eV
E	-312.1749	Ha
energy relative to the best compared isomer or geometry (same formula, charge and spin)	4.8	kcal/mol

Here are the Löwdin charges for atoms 1 to 8, given in e: C -0.17; C -0.33; C -0.36; C -0.22; C -0.19; C -0.17; H 0.04; H 0.05

***

A cluster of 2 separate species, C6H14O in total at a distorted geometry, computed with ωB97M-V/def2-TZVPD.

```
! wB97M-V def2-TZVPD RIJCOSX def2/J DEFGRID3
* xyz 0 1
C 1.953 0.504 0.640
C 1.000 -0.396 0.462
C 0.835 -1.625 1.310
C 1.996 -1.968 2.273
C 0.060 -0.327 -0.735
C -0.647 1.034 -0.892
H 2.592 0.486 1.518
H 1.987 1.324 -0.067
H 0.578 -2.456 0.636
H -0.104 -1.543 1.886
H 2.916 -1.590 1.847
H 2.045 -3.045 2.402
H 1.770 -1.480 3.219
H -0.722 -1.053 -0.596
H 0.642 -0.597 -1.624
H -0.804 1.499 0.071
H -1.592 0.821 -1.393
H -0.171 1.791 -1.524
O -4.986 2.531 -3.156
H -4.705 3.077 -3.898
H -4.643 3.014 -2.381
*
```

maximum force	1.36	eV/A
frontier orbital gap	10.0	eV
E	-312.2116	Ha
energy relative to the best compared isomer or geometry (same formula, charge and spin)	27.3	kcal/mol

Here are the Löwdin charges for atoms 1 to 8, given in e: C 0.04; C -0.35; C -0.23; C -0.10; C -0.21; C -0.11; H 0.06; H 0.07